Entry from OMol25: C19H27NO3 in the gas phase in a non-equilibrium geometry (ωB97M-V/def2-TZVPD).

Geometry (Å):
O 2.43440 0.99567 -3.36255
O 0.24741 -1.30574 -1.52442
O 0.11920 1.25735 -3.31927
N -1.79789 1.24248 1.12682
C -3.41399 3.19205 1.37080
C -1.21573 1.60621 2.47060
C 1.29249 -3.30053 1.41904
C -0.03875 -1.97123 -0.29073
C 1.18208 -0.95933 -3.66654
C -3.67714 2.67430 2.84951
C 1.17347 -1.78310 -2.37134
C 3.78060 -2.91602 0.18608
C -0.96528 0.47885 0.18552
C 3.73140 -3.72435 1.41515
C 2.45635 -3.82579 2.02870
C 1.29600 -2.58586 0.21823
C -0.72746 -0.92571 0.72650
C 0.18643 2.66834 -3.04218
C -2.47464 2.38785 0.42790
C -2.23453 2.29441 3.45224
C 2.64660 -1.87396 -1.76135
C 1.26263 0.55924 -3.48575
C 2.56833 -2.43042 -0.38861
H 0.44802 -3.49651 1.99320
H -4.35732 3.32210 0.82570
H -0.55369 2.84189 -2.30849
H 4.60636 -4.14897 1.93263
H -1.38786 0.45410 -0.80412
H 0.27815 -1.07100 -4.28378
H -0.73794 0.76171 2.89434
H 3.31485 -2.39309 -2.44761
H 2.46017 -4.37542 3.05293
H -1.72089 -1.24685 0.98974
H -4.31000 1.78814 2.87209
H 4.74001 -2.90117 -0.41369
H -2.99180 4.14520 1.50300
H 1.13727 3.00296 -2.77074
H -1.70619 3.09522 3.80769
H -1.80974 3.10630 -0.00809
H -4.09789 3.45863 3.50671
H -0.00293 0.95351 0.14667
H -0.16742 -0.76328 1.65364
H -0.70801 -2.82014 -0.40919
H -3.21987 2.03019 -0.31979
H -0.40790 2.33492 2.33419
H 2.97546 -0.82737 -1.76961
H -2.32624 1.68193 4.35762
H -0.10574 3.22755 -3.93634
H 2.02250 -1.13060 -4.35455
H 0.79665 -2.78467 -2.70851

Atoms 1-2, force components in eV/Å:
O -3.361 0.236 -0.444
O -2.132 1.944 1.818

Values from the calculation:
Frontier orbital gap (eV): 8.99
Multiplicity: 1
E (eV): -27771.12140
Lowest unoccupied orbital energy (eV): 0.8
HOMO (hartree): -0.2995
SMILES: COC(=O)C[C@H]1Cc2ccccc2[C@@H](CCN2CCCCC2)O1
Energy relative to the best compared isomer or geometry (same formula, charge and spin) (kcal per mole): 112.4


Entry from OMol25: C19H27NOSi in the gas phase in a non-equilibrium geometry (ωB97M-V/def2-TZVPD).

Geometry (Å):
Si -1.46228 0.78465 -0.53662
O 0.21347 0.85429 -0.70628
N 3.03438 0.35355 1.58798
C -3.17857 1.38948 -4.74677
C -1.40737 0.65607 -3.30548
C 5.36777 0.30529 0.56145
C -1.96274 2.38567 0.29816
C -2.15144 -3.18243 0.59494
C 1.43818 -1.63764 1.92539
C -1.99548 -0.73066 1.78703
C -1.90397 -2.05715 -0.18689
C -3.57296 1.03597 -2.38333
C 4.46484 0.80293 1.70296
C -2.32815 -3.07055 1.94041
C 0.93023 1.17473 0.44947
C -2.14535 -1.84660 2.55001
C 2.39260 0.73238 0.31461
C -4.03661 1.40223 -3.65456
C -1.85316 -0.81313 0.41485
C -2.23105 0.77195 -2.20803
C 2.84757 -1.08359 2.03635
C -1.87638 0.96918 -4.57457
H 1.12367 -1.74388 0.89348
H -3.02408 2.40813 0.37008
H 6.08793 -0.48085 0.87148
H 0.46950 0.60917 1.29185
H -1.55815 2.45207 1.28333
H 3.13990 -1.11462 3.09454
H -1.66089 -2.17064 -1.21884
H 3.57598 -1.74450 1.48417
H 0.85486 2.25910 0.62300
H -1.63411 3.27592 -0.25969
H -5.06887 1.72543 -3.78562
H -2.24154 -1.80132 3.63804
H 0.66108 -1.04241 2.41611
H -1.21685 0.89639 -5.42750
H -0.36383 0.44510 -3.14979
H -4.22825 0.99358 -1.52440
H 4.84313 0.44369 2.69262
H 4.79369 -0.24846 -0.20667
H -3.53349 1.70152 -5.71363
H -2.08835 -4.15596 0.14205
H 5.90780 1.12678 0.08160
H 4.43466 1.87765 1.87674
H 1.37664 -2.60892 2.40536
H 3.02385 1.50959 -0.14896
H -2.07695 0.22072 2.27313
H 2.41777 -0.09093 -0.39566
H -2.59863 -3.93893 2.53209

Atoms 1-2, force components in eV/Å:
Si 0.750 -0.226 0.244
O -0.974 -0.235 -1.112

Values from the calculation:
Frontier orbital gap (eV): 8.93
Multiplicity: 1
E (eV): -31557.01381
Lowest unoccupied orbital energy (eV): 0.8
HOMO (hartree): -0.2984
SMILES: CCN(CC)CCO[Si](C)(c1ccccc1)c1ccccc1
Energy relative to the best compared isomer or geometry (same formula, charge and spin) (kcal per mole): 0.0


Entry from OMol25: C19H28BiBrO2 as an isolated structure in a non-equilibrium geometry (ωB97M-V/def2-TZVPD).

Geometry (Å):
Bi 0.28696 1.77938 -0.71766
Br 0.25601 4.36921 -1.03661
O -0.39978 -1.23820 1.18189
O -1.70275 1.05579 -1.68577
C 2.97817 1.54082 -1.40691
C -3.93779 1.81900 -2.34584
C 0.01436 -2.58750 -0.82147
C -0.11727 -2.58328 0.69331
C 2.43452 2.48545 2.20988
C -2.56727 2.25428 -1.85437
C 1.03488 2.69603 2.02128
C 1.35504 0.57458 2.89302
C -1.51152 -3.10137 1.16685
C 2.93607 -0.70667 -0.89604
C -3.94630 0.28377 -2.27004
C 0.35816 1.49705 2.44008
C 2.62401 1.19689 2.76781
C 2.49140 0.25438 -1.83551
C 1.12897 -3.08275 1.39983
C 3.73512 1.32003 -0.21788
C -1.75147 -1.62139 1.47791
C 3.67975 -0.04294 0.11551
C -2.58982 -0.15703 -1.71858
H -2.64059 2.70084 -0.84524
H -2.43751 -1.11050 0.80294
H 2.97288 2.46327 -1.98625
H 3.58780 0.73274 3.00949
H 0.99899 -2.18511 -1.12191
H 0.59761 3.65505 1.73152
H -2.03779 2.94473 -2.52850
H 2.02988 0.05601 -2.80136
H -2.69817 -0.52221 -0.70473
H 1.33789 -4.12957 1.12125
H 1.98727 -2.45216 1.08352
H -4.70023 2.24739 -1.69455
H -4.07894 -0.13721 -3.27584
H -4.14972 2.13293 -3.36833
H -2.09648 -0.90938 -2.33793
H 0.99806 -3.04456 2.49528
H -4.79041 -0.05225 -1.64668
H -0.72660 1.34142 2.47411
H 2.78663 -1.78408 -0.95123
H 4.28642 2.09586 0.31063
H -0.05251 -3.62811 -1.18760
H 3.20606 3.19632 1.93040
H 1.16952 -0.42236 3.29532
H -2.06902 -3.56739 0.35716
H -2.03205 -1.42498 2.50920
H 4.11597 -0.51317 1.00115
H -0.78196 -2.01327 -1.33106
H -1.57243 -3.67578 2.09857

Atoms 1-2, force components in eV/Å:
Bi 3.501 -0.503 2.481
Br -0.141 0.334 -0.412

Values from the calculation:
Frontier orbital gap (alpha / beta) (eV): 5.72 / 5.72
Multiplicity: 1
E (eV): -100129.32828
Lowest unoccupied orbital energy (alpha / beta) (eV): -0.9 / -0.9
HOMO (alpha / beta) (hartree): -0.2433 / -0.2433
Energy relative to the best compared isomer or geometry (same formula, charge and spin) (kcal per mole): 40.2